The following is a quantum chemistry calculation of C30H32O3PPtSTe as an isolated structure in a non-equilibrium geometry, from the Open Molecules 2025 dataset.

Geometry as XYZ:
```
69
C30H32O3PPtSTe (ωB97M-V/def2-TZVPD)
Pt 0.55112 -0.70909 -0.37735
O -3.00424 -2.11594 -1.82101
C -2.09086 -1.39533 -1.52816
O -0.95511 -1.82131 -0.98864
C -2.17802 0.10675 -1.76213
P -0.80293 0.96285 -0.95096
C 0.07379 1.89274 -2.24211
C 0.44545 3.23364 -2.20947
C 1.19880 3.77821 -3.24449
C 1.58412 2.99369 -4.31665
C 1.21980 1.65136 -4.35782
C 0.48435 1.10195 -3.32407
C -1.53099 1.86308 0.41427
C -2.29860 1.05253 1.25938
C -2.93722 1.59764 2.35650
C -2.80954 2.95356 2.62903
C -2.04201 3.75952 1.80381
C -1.39353 3.21899 0.70290
H -3.13141 0.45653 -1.37179
H -2.15957 0.30798 -2.83251
H 0.15520 3.87616 -1.39713
H 1.48153 4.82207 -3.20499
H 2.16451 3.42391 -5.12286
H 1.51606 1.03276 -5.19529
H 0.22286 0.05130 -3.35633
H -2.39218 -0.00754 1.05518
H -3.53904 0.96844 2.99973
H -3.31065 3.38228 3.48747
H -1.94751 4.81720 2.01167
H -0.80421 3.87186 0.08426
O 0.08939 -0.20701 2.20464
S 0.54935 -1.36895 3.05475
C -0.38672 -1.31007 4.60592
C 0.08322 -2.42866 5.50064
C 1.40589 -2.47222 5.93898
C 1.85577 -3.53461 6.70832
C 0.98858 -4.56685 7.04596
C -0.33098 -4.52668 6.62042
C -0.77879 -3.46487 5.84539
C -0.19666 -2.88597 2.35261
C 0.91388 -3.78512 1.88185
C 1.36812 -3.70742 0.56531
C 2.44266 -4.48149 0.14092
C 3.07177 -5.33786 1.03232
C 2.61236 -5.43178 2.34101
C 1.53794 -4.66169 2.76355
H -1.44379 -1.39115 4.34940
H -0.17880 -0.31971 5.01304
H 2.08600 -1.66883 5.67768
H 2.88303 -3.55527 7.04954
H 1.34034 -5.39735 7.64412
H -1.01535 -5.31970 6.89427
H -1.81254 -3.43669 5.51652
H -0.81260 -2.54180 1.52115
H -0.81670 -3.35424 3.11490
H 0.82858 -3.09683 -0.15660
H 2.76605 -4.44206 -0.89271
H 3.90690 -5.94380 0.70491
H 3.08793 -6.11480 3.03379
H 1.17908 -4.74097 3.78556
C 3.24737 1.69098 -1.09151
Te 2.96146 0.07358 0.24066
C 4.07759 -1.31217 -0.90919
H 4.27925 2.02697 -1.02379
H 2.57567 2.48799 -0.78787
H 3.00641 1.36036 -2.09748
H 3.76307 -1.26184 -1.94815
H 3.88963 -2.30489 -0.50426
H 5.13008 -1.06132 -0.80592
```

Results
- Maximum force: 1.1 eV Å⁻¹
- Energy above the lowest of the compared OMol25 structures with the same formula, charge and spin: 16.8 kcal/mol
- HOMO energy: -11.14 eV
- Calculated total energy: -2514.7489 a.u.
- Total charge: +1
- Orbital gap: 7.021 eV
- LUMO level: -4.12 eV